ORCA calculation (ωB97M-V/def2-TZVPD) on a 14-piece molecular cluster, C90H206N10O18 overall in a non-equilibrium geometry.

The geometry in XYZ format:
```
324
Properties=species:S:1:pos:R:3
C -19.93517 14.64610 -7.75619
C -18.88554 14.65238 -8.85634
C -17.47287 15.09971 -8.43644
O -18.85577 13.32282 -9.28672
H -19.61274 13.98320 -6.95326
H -20.91936 14.24837 -8.00375
H -20.02717 15.65027 -7.34233
H -19.16250 15.25847 -9.71892
H -17.37404 16.18430 -8.48117
H -16.77489 14.71725 -9.18119
H -17.18086 14.71722 -7.45841
H -18.60634 12.73632 -8.56881
C -19.52173 3.06820 -9.76483
C -18.76118 1.92381 -9.18074
C -19.71409 1.01153 -8.39270
O -18.20181 1.22787 -10.23334
H -19.94850 3.53156 -8.87529
H -20.33314 2.78934 -10.43710
H -18.92891 3.79751 -10.31689
H -17.84972 2.21694 -8.65977
H -20.43785 0.64820 -9.12226
H -20.32207 1.54295 -7.66054
H -19.18350 0.21211 -7.87549
H -17.44930 1.77225 -10.47617
C -14.56459 1.41859 -11.91358
C -14.90512 2.89196 -11.76798
C -15.74875 3.55397 -12.97695
O -15.63569 2.87967 -10.52963
H -15.41523 0.77507 -12.13808
H -14.03241 0.94612 -11.08795
H -14.02319 1.37132 -12.85843
H -13.96309 3.43232 -11.67468
H -15.18714 3.57602 -13.91087
H -15.98578 4.60962 -12.84455
H -16.72907 3.09543 -13.10666
H -15.15463 3.37402 -9.86195
C -21.20500 6.57892 -18.44230
C -21.95778 7.09910 -19.76879
C -23.11730 8.06512 -19.45155
O -21.00355 7.83348 -20.50707
H -20.59841 7.37129 -18.00379
H -20.35666 5.91700 -18.61632
H -21.84046 6.02762 -17.74922
H -22.24440 6.27329 -20.41993
H -22.84188 9.03166 -19.02960
H -23.86567 7.53037 -18.86667
H -23.67806 8.29462 -20.35763
H -20.66895 8.55482 -19.96920
C -13.30948 7.62836 -15.92871
O -12.33052 6.96924 -15.07317
C -12.86416 5.94804 -14.19379
C -11.62241 5.21900 -13.74977
N -11.80095 3.84325 -13.30191
C -10.61817 3.36574 -12.56378
C -10.83090 1.86114 -12.11433
O -11.02016 0.94102 -13.22657
C -11.08426 -0.45233 -12.79869
H -12.90136 8.53360 -16.37824
H -14.26156 7.96965 -15.52230
H -13.65249 6.93204 -16.69393
H -13.58970 5.42273 -14.81487
H -13.29870 6.43271 -13.31950
H -11.15136 5.75213 -12.92395
H -10.95753 5.12113 -14.60795
H -11.98682 3.12991 -13.99233
H -10.51275 3.97332 -11.66499
H -9.72785 3.50335 -13.17737
H -11.60762 1.69230 -11.36847
H -9.91304 1.60581 -11.58476
H -11.93325 -0.54966 -12.12204
H -10.32943 -0.72895 -12.06261
H -11.16118 -1.19667 -13.59124
C -17.19494 13.86316 -17.38949
O -16.24198 12.79344 -17.65628
C -15.90727 12.05982 -16.52131
C -17.02077 10.96818 -16.20435
N -16.84419 9.80110 -17.08788
C -17.89256 8.82320 -16.75556
C -17.53995 7.46893 -17.46254
O -16.17854 7.07611 -17.32565
C -15.94100 5.81257 -18.00254
H -17.13549 14.67099 -18.11885
H -17.13413 14.35301 -16.41766
H -18.19690 13.43413 -17.40003
H -15.78783 12.69107 -15.64076
H -14.95163 11.54524 -16.62159
H -18.02000 11.38534 -16.32930
H -16.89831 10.71508 -15.15124
H -15.90216 9.46840 -16.93961
H -18.89653 9.16788 -17.00324
H -18.00080 8.67885 -15.68060
H -17.95577 7.32568 -18.45988
H -18.13937 6.69711 -16.97973
H -16.22810 5.00829 -17.32520
H -14.87441 5.60806 -18.09568
H -16.38628 5.73449 -18.99438
C -14.02986 10.71818 -8.24670
O -15.07151 10.95241 -7.23452
C -15.91393 12.11180 -7.37267
C -17.19095 11.94996 -6.53289
N -18.32892 11.24638 -7.11154
C -18.12199 9.86294 -7.51208
C -19.37449 9.05648 -7.78803
O -19.13516 7.64185 -7.97263
C -20.35302 6.94421 -8.22576
H -13.23798 11.46511 -8.30258
H -14.53712 10.55396 -9.19740
H -13.69871 9.69638 -8.06131
H -16.23804 12.25081 -8.40404
H -15.40174 13.00547 -7.01614
H -17.48561 12.88215 -6.05092
H -16.94477 11.36650 -5.64572
H -19.06105 11.25902 -6.41589
H -17.60323 9.41047 -6.66694
H -17.45825 9.82262 -8.37575
H -19.72838 9.58659 -8.67225
H -20.17479 9.25688 -7.07567
H -20.34086 6.27730 -9.08784
H -21.25756 7.54724 -8.30494
H -20.56878 6.43022 -7.28908
C -18.37941 6.11379 -13.59990
O -18.43461 7.28355 -12.72135
C -17.14240 7.65464 -12.20832
C -17.25913 8.94338 -11.32217
N -17.24601 10.07255 -12.15808
C -17.80016 11.16036 -11.38069
C -18.17245 12.25763 -12.39090
O -19.15480 11.97590 -13.37308
C -20.49269 11.77765 -12.82103
H -18.20668 5.14281 -13.13571
H -17.85441 6.27389 -14.54162
H -19.36264 5.85447 -13.99247
H -16.41127 7.78214 -13.00662
H -16.78878 6.82595 -11.59486
H -16.44655 8.89949 -10.59698
H -18.15827 8.85995 -10.71170
H -17.78361 10.09150 -13.01290
H -17.10765 11.57038 -10.64556
H -18.69467 10.87795 -10.82554
H -17.23860 12.64637 -12.79697
H -18.44072 13.14006 -11.80999
H -21.27417 11.91115 -13.56907
H -20.64014 12.43992 -11.96794
H -20.57899 10.72998 -12.53286
C -12.43895 3.05697 -8.98227
C -12.92353 4.43465 -8.32559
C -12.24872 5.51623 -9.24349
C -12.87290 6.91669 -9.20922
C -14.37765 6.84240 -9.28754
C -15.06764 5.87083 -8.37147
N -14.37719 4.57204 -8.25701
O -14.99796 3.53440 -7.53905
C -15.19811 6.39286 -6.95421
C -16.52777 5.66886 -8.90681
C -12.28076 4.76893 -6.91460
H -11.35413 3.02734 -9.08420
H -12.88487 2.99480 -9.97494
H -12.66109 2.13436 -8.44603
H -11.22815 5.61435 -8.87348
H -12.16734 5.28046 -10.30457
H -12.46332 7.53454 -10.00834
H -12.48606 7.22767 -8.23879
H -14.73484 6.73066 -10.31128
H -14.80302 7.84048 -9.18264
H -15.17813 5.68793 -6.12309
H -14.33374 6.99342 -6.67085
H -16.05886 7.05877 -6.89280
H -16.48981 5.16574 -9.87300
H -17.16715 5.04892 -8.27834
H -17.06233 6.59904 -9.09944
H -12.74162 4.13994 -6.15298
H -12.54002 5.80180 -6.68204
H -11.19983 4.62944 -6.92984
H -14.77940 3.84488 -6.65733
C -14.72724 13.63513 -11.28658
C -13.58066 12.96506 -12.17127
C -12.35672 12.99995 -11.27565
C -11.23206 12.11585 -11.69946
C -11.76963 10.64915 -11.76190
C -13.02018 10.56579 -12.71759
N -14.01142 11.56899 -12.35966
O -15.03169 11.39797 -13.22451
C -12.50876 10.59552 -14.17496
C -13.60031 9.20826 -12.27266
C -13.36287 13.77319 -13.49392
H -15.13465 12.86964 -10.62618
H -15.57250 13.94357 -11.90179
H -14.34200 14.45598 -10.68170
H -11.77654 13.92148 -11.32331
H -12.59668 12.75639 -10.24066
H -10.46712 12.12712 -10.92303
H -10.69002 12.45427 -12.58250
H -12.17746 10.41925 -10.77756
H -10.95810 9.99006 -12.07030
H -12.09030 9.63675 -14.48112
H -13.27975 10.70484 -14.93767
H -11.74596 11.32922 -14.43558
H -12.80317 8.49690 -12.05669
H -14.13652 9.34473 -11.33354
H -14.13857 8.80420 -13.13004
H -12.65156 13.27699 -14.15416
H -13.08722 14.80512 -13.27657
H -14.28614 13.79176 -14.07300
H -15.58346 10.82237 -12.68987
C -21.37325 8.55933 -14.49900
C -22.61365 7.84974 -13.94131
C -23.37395 7.11235 -15.08107
C -24.35065 6.04049 -14.52314
C -23.58815 5.12980 -13.52329
C -22.86947 5.84862 -12.39866
N -21.99655 6.89680 -12.96146
O -21.11728 7.44509 -12.00098
C -23.86065 6.39246 -11.40675
C -22.06204 4.79283 -11.61042
C -23.48722 8.95930 -13.24820
H -20.63905 7.82106 -14.82149
H -20.88878 9.13139 -13.70772
H -21.39507 9.17829 -15.39594
H -23.98230 7.88496 -15.55127
H -22.66721 6.72721 -15.81611
H -24.71758 5.46552 -15.37336
H -25.24432 6.55744 -14.17355
H -22.91734 4.46582 -14.06850
H -24.25576 4.46831 -12.97118
H -23.44076 7.05290 -10.64806
H -24.62720 7.04170 -11.82982
H -24.36962 5.49248 -11.06164
H -22.66793 3.89053 -11.52764
H -21.16729 4.50263 -12.16116
H -21.78291 5.16872 -10.62609
H -23.75670 9.56774 -14.11150
H -22.90877 9.48552 -12.48886
H -24.48402 8.62834 -12.95675
H -20.27487 7.20817 -12.39571
C -17.97637 17.57234 -12.61538
C -18.28307 18.30669 -13.91330
C -18.22232 17.28920 -15.14688
C -19.44935 16.37431 -15.13000
C -20.79756 17.16473 -15.13417
C -20.91408 18.31180 -14.13870
N -19.57270 19.04756 -14.04907
O -19.66500 20.22851 -13.35993
C -22.06322 19.26962 -14.65825
C -21.27785 17.65870 -12.79918
C -17.08284 19.25990 -14.26565
H -18.65941 16.72293 -12.62270
H -18.12789 18.19481 -11.73353
H -16.96166 17.17713 -12.56756
H -18.08308 17.86208 -16.06368
H -17.32358 16.67304 -15.17368
H -19.28545 15.74908 -14.25233
H -19.47536 15.67668 -15.96710
H -21.50695 16.37382 -14.89060
H -21.02795 17.45081 -16.16041
H -22.03075 19.26347 -15.74775
H -23.04716 18.86834 -14.41546
H -22.02279 20.25860 -14.20176
H -20.99155 16.61198 -12.69665
H -20.88430 18.27148 -11.98819
H -22.35976 17.58120 -12.69167
H -17.23598 19.82382 -15.18578
H -16.22100 18.59274 -14.25091
H -16.80630 19.95232 -13.47055
H -19.31386 20.84457 -14.00706
C -24.02185 15.27636 -16.23111
C -23.57973 13.87845 -15.92873
C -24.87619 12.97463 -16.03825
C -25.17492 12.57003 -17.49667
C -23.89468 12.05114 -18.17716
C -22.69399 12.93184 -18.12930
N -22.44802 13.29511 -16.66818
O -21.33265 14.08125 -16.52568
C -21.51851 11.99831 -18.55093
C -22.96710 14.12787 -19.02057
C -23.20976 13.80785 -14.41393
H -23.28377 15.81568 -16.82480
H -24.14062 15.74412 -15.25376
H -25.01411 15.37075 -16.67226
H -24.86179 12.07369 -15.42489
H -25.76809 13.57152 -15.84764
H -25.42373 13.43401 -18.11290
H -25.99097 11.84966 -17.55359
H -23.99776 11.62570 -19.17540
H -23.65163 11.20158 -17.53898
H -20.63383 12.41689 -19.03074
H -21.21962 11.25199 -17.81488
H -21.95456 11.48117 -19.40564
H -22.48365 15.03910 -18.66837
H -22.60998 13.89402 -20.02350
H -24.00721 14.38209 -19.22463
H -22.36731 14.48884 -14.29300
H -22.82519 12.81762 -14.16970
H -24.03425 14.04661 -13.74212
H -20.78487 13.60454 -15.89777
C -22.48372 11.37614 -8.41298
C -23.83097 11.80588 -8.99882
C -23.84246 11.45701 -10.51963
C -25.17593 11.33875 -11.25127
C -26.08860 10.38477 -10.40797
C -26.23063 10.69486 -8.90505
N -24.89114 10.96047 -8.28903
O -24.98024 11.16940 -6.85300
C -27.22669 11.86443 -8.75945
C -26.74795 9.40846 -8.16537
C -24.19051 13.35510 -8.81711
H -22.31514 11.57160 -7.35398
H -21.69771 11.86641 -8.98737
H -22.18841 10.33736 -8.56072
H -23.31699 12.26953 -11.02141
H -23.26537 10.58133 -10.81673
H -25.00221 10.97537 -12.26412
H -25.62095 12.32750 -11.36278
H -25.86023 9.36020 -10.70159
H -27.11535 10.44138 -10.76945
H -27.03181 12.48873 -7.88746
H -27.25634 12.50471 -9.64108
H -28.22767 11.48955 -8.54594
H -26.05302 8.76681 -7.62366
H -27.55532 9.58426 -7.45450
H -27.17326 8.59763 -8.75678
H -23.96780 13.63972 -7.78877
H -25.26936 13.45941 -8.93243
H -23.56668 13.88507 -9.53688
H -24.56081 10.33571 -6.62799
```

- Total energy: -5453.8872 Eh
- Net charge: 0
- LUMO energy: 0.477 eV
- Gap between HOMO and LUMO: 8.489 eV